(1)
A molecular structure, C6H60NO24. Source: the OMol25 dataset; level of theory: ωB97M-V/def2-TZVPD.

```
! wB97M-V def2-TZVPD RIJCOSX def2/J DEFGRID3
* xyz 1 1
C 2.561 1.164 -3.151
O 2.035 1.838 -2.137
C 1.060 1.062 -1.384
C 0.923 2.007 -0.102
N 0.033 1.327 0.837
H -0.277 2.022 1.679
H -0.844 1.368 0.269
C 0.389 0.071 1.372
C -0.436 -0.408 2.587
O -0.051 -1.799 2.948
C -1.305 -2.566 2.871
H 1.682 0.912 -3.920
H 3.108 0.229 -2.964
H 3.367 1.684 -3.696
H 1.450 -0.016 -1.241
H 0.085 0.955 -1.801
H 0.567 2.952 -0.297
H 1.946 2.027 0.380
H 1.370 0.252 1.802
H 0.502 -0.650 0.642
H -1.457 -0.199 2.353
H -0.179 0.199 3.568
H -0.955 -3.479 3.427
H -1.718 -2.721 1.836
H -2.074 -2.198 3.463
O 5.365 -1.541 -2.019
H 4.475 -1.549 -2.292
H 5.710 -1.564 -2.961
O -1.777 -5.514 1.022
H -1.993 -6.410 0.849
H -2.720 -5.326 1.210
O -2.433 -2.513 6.949
H -1.514 -2.692 6.765
H -2.759 -2.084 6.053
O 2.320 -2.926 3.987
H 2.574 -2.240 4.473
H 1.557 -2.595 3.425
O 2.147 -2.038 -3.486
H 1.852 -2.434 -4.128
H 2.432 -2.771 -2.953
O 0.407 -1.121 -6.034
H 0.115 -0.086 -5.953
H -0.512 -1.506 -6.092
O -2.074 -2.701 -0.864
H -1.766 -3.580 -0.952
H -1.723 -2.036 -1.351
O 3.420 4.000 -1.525
H 3.648 3.684 -0.586
H 3.314 3.232 -1.963
O -3.942 -1.319 4.906
H -3.945 -0.766 4.133
H -4.778 -1.156 5.333
O -0.285 3.103 3.102
H 0.120 2.987 3.900
H -1.140 3.194 3.173
O -0.460 1.499 -6.035
H 0.332 2.256 -6.000
H -1.092 1.588 -6.871
O 3.743 3.215 1.126
H 4.619 2.802 1.295
H 3.784 4.066 1.565
O -2.038 1.163 -3.687
H -2.904 0.912 -3.818
H -1.497 1.263 -4.555
O -0.883 -1.225 -2.942
H -1.173 -0.277 -3.215
H 0.019 -1.520 -3.179
O 1.481 3.382 -5.690
H 1.762 4.244 -5.006
H 2.131 2.683 -5.816
O -0.039 0.311 6.323
H -1.062 0.425 6.381
H 0.170 0.346 7.523
O 2.649 1.592 3.377
H 2.770 2.309 2.621
H 2.256 2.162 4.116
O -2.656 1.302 -0.015
H -3.270 0.653 -0.167
H -2.913 2.020 -0.710
O 2.463 0.392 -6.839
H 1.862 -0.126 -6.376
H 1.852 0.756 -7.345
O -4.757 -3.983 4.299
H -5.625 -4.243 4.788
H -4.731 -3.012 4.273
O -4.254 -4.280 1.581
H -4.450 -4.097 2.481
H -4.731 -3.547 1.321
O -0.313 5.493 0.082
H -1.138 5.785 0.214
H 0.250 5.942 -0.518
*
```

Results
LUMO energy = -2.9 eV
Orbital gap = 9.35 eV
HOMO level = -12.2031 eV

---

(2)
C3H4ClN3O in the gas phase. Source: the OMol25 dataset; level of theory: ωB97M-V/def2-TZVPD.

```
! wB97M-V def2-TZVPD RIJCOSX def2/J DEFGRID3
* xyz 0 1
C 0.956 -0.509 -0.447
C 0.095 -0.848 0.592
C -0.645 1.080 -0.556
H 0.193 1.805 -2.689
H 1.384 2.301 -1.506
H 1.701 -1.060 -1.036
H -1.454 0.401 1.282
N 1.037 1.458 -2.058
N 0.424 0.629 -1.146
N -1.040 0.053 0.289
O -1.184 2.180 -0.580
Cl 0.133 -2.012 1.851
*
```

Results
LUMO energy = 0.6 eV
Orbital gap = 9.28 eV
Structure (SMILES) = Nn1cc(Cl)[nH]c1=O
HOMO level = -8.6471 eV

---

(3)
A molecular structure, C3H8CaO3. Source: the OMol25 dataset; level of theory: ωB97M-V/def2-TZVPD.

```
! wB97M-V def2-TZVPD RIJCOSX def2/J DEFGRID3
* xyz 1 2
H 1.562 2.447 0.190
O 3.125 1.485 0.070
O 0.644 1.752 -0.305
C -0.531 1.421 0.392
C -1.021 0.053 -0.027
O 0.116 -0.806 -0.102
C -0.201 -2.196 -0.198
Ca 1.918 0.110 -0.762
H -1.299 2.189 0.229
H -0.264 1.425 1.467
H -1.516 0.086 -1.009
H -1.728 -0.333 0.720
H 0.741 -2.749 -0.257
H -0.754 -2.505 0.698
H -0.794 -2.378 -1.105
*
```

Results
<S²> = 0.7545
LUMO energy (spin up / spin down) = -4.3 / -4.9 eV
Orbital gap (spin up / spin down) = 10.43 / 8.98 eV
HOMO level (spin up / spin down) = -14.7444 / -13.9292 eV

---

The calculated total energy results, record by record, are as follows: -2124.5480; -816.3534; -1022.1048 hartree.
The ΔE to the lowest compared entry with this formula, charge and spin results, record by record, are as follows: 108.4; 225.7; 102.8 kJ/mol.